{
  "formula": "C49H124F2N7O25S2",
  "method": "ωB97M-V/def2-TZVPD",
  "orbital_gap_ev": 8.5,
  "homo_energy_ev": -6.81,
  "spin_multiplicity": 1,
  "e_tot_ev": -141530.58222,
  "charge": -1,
  "symbols": ["N", "S", "O", "O", "F", "S", "O", "O", "F", "C", "O", "C", "C", "N", "C", "C", "O", "C", "H", "H", "H", "H", "H", "H", "H", "H", "H", "H", "H", "H", "H", "H", "H", "C", "O", "C", "C", "N", "C", "C", "O", "C", "H", "H", "H", "H", "H", "H", "H", "H", "H", "H", "H", "H", "H", "H", "H", "C", "O", "C", "C", "N", "C", "C", "O", "C", "H", "H", "H", "H", "H", "H", "H", "H", "H", "H", "H", "H", "H", "H", "H", "C", "O", "C", "C", "N", "C", "C", "O", "C", "H", "H", "H", "H", "H", "H", "H", "H", "H", "H", "H", "H", "H", "H", "H", "C", "O", "C", "C", "N", "C", "C", "O", "C", "H", "H", "H", "H", "H", "H", "H", "H", "H", "H", "H", "H", "H", "H", "H", "C", "C", "C", "C", "C", "C", "N", "O", "C", "C", "C", "H", "H", "H", "H", "H", "H", "H", "H", "H", "H", "H", "H", "H", "H", "H", "H", "H", "H", "H", "C", "C", "O", "O", "H", "H", "H", "H", "H", "H", "C", "C", "O", "O", "H", "H", "H", "H", "H", "H", "C", "C", "O", "O", "H", "H", "H", "H", "H", "H", "C", "C", "O", "O", "H", "H", "H", "H", "H", "H", "C", "C", "O", "O", "H", "H", "H", "H", "H", "H"],
  "coordinates": [[-1.548416, 3.945882, -0.474741], [-2.198081, 2.747866, -1.096204], [-3.608645, 2.675300, -0.899607], [-1.451494, 1.540967, -1.403526], [-2.159902, 3.462462, -2.549485], [-1.032622, 3.046489, 0.831757], [0.234014, 2.248457, 0.622883], [-1.965408, 2.774604, 1.870962], [-0.259326, 4.347536, 1.456259], [3.375588, 3.702472, 9.145889], [4.621904, 4.070615, 9.540948], [5.314185, 4.842135, 8.609668], [6.809332, 4.930058, 9.115472], [7.418637, 3.635674, 9.087724], [8.834695, 3.457272, 9.510206], [9.099625, 3.795791, 10.997653], [8.526051, 2.942619, 12.021523], [8.988265, 3.312835, 13.312526], [2.692881, 4.407998, 9.619433], [3.148915, 2.676849, 9.437125], [3.139914, 3.894635, 8.099173], [4.810612, 5.805903, 8.534367], [5.260190, 4.442262, 7.597100], [6.693826, 5.192805, 10.167010], [7.359783, 5.726532, 8.614738], [6.759528, 2.996374, 9.508413], [9.466920, 4.017085, 8.821006], [9.039875, 2.413253, 9.273501], [8.781563, 4.802402, 11.269086], [10.182151, 3.916095, 11.039757], [8.480361, 4.193454, 13.705773], [10.068332, 3.357663, 13.452387], [8.584763, 2.523628, 13.946908], [2.764629, 0.077628, -7.264978], [3.164368, -1.147755, -7.804651], [3.216121, -2.171996, -6.835526], [3.823789, -3.396409, -7.503188], [3.027566, -3.892230, -8.724941], [3.763507, -4.989019, -9.346932], [3.032850, -5.370426, -10.604082], [3.017791, -4.286046, -11.544694], [2.037227, -4.440759, -12.554604], [3.439815, 0.606793, -6.592512], [1.836925, -0.054221, -6.708118], [2.535687, 0.683787, -8.141475], [2.245349, -2.421930, -6.407459], [3.811191, -1.881802, -5.969629], [3.960135, -4.229451, -6.813588], [4.814949, -3.167942, -7.894973], [2.993653, -3.124239, -9.380032], [3.812072, -5.821423, -8.644900], [4.816242, -4.823497, -9.575930], [1.983467, -5.631214, -10.466721], [3.478673, -6.194939, -11.160440], [1.032006, -4.422170, -12.133561], [2.078293, -5.395555, -13.078803], [2.192098, -3.716671, -13.354481], [-8.525197, -3.597719, 0.405558], [-7.580640, -4.671582, 0.164495], [-6.678226, -4.279976, -0.863610], [-5.555108, -5.317062, -1.202203], [-6.020080, -6.650225, -1.683707], [-4.907690, -7.541353, -1.997790], [-5.598608, -8.908530, -2.169712], [-6.222714, -8.930714, -3.414784], [-6.952165, -10.095643, -3.744452], [-8.150506, -2.610765, 0.676902], [-9.140455, -3.964068, 1.227354], [-9.184431, -3.382293, -0.435333], [-6.127315, -3.376960, -0.600627], [-7.286256, -4.139198, -1.757237], [-4.857790, -5.229611, -0.369015], [-5.041076, -4.973347, -2.099832], [-6.594765, -6.954660, -0.910948], [-4.118731, -7.532366, -1.245749], [-4.411060, -7.238906, -2.919740], [-6.343640, -9.191528, -1.426110], [-4.821565, -9.672876, -2.160662], [-6.309754, -10.835932, -4.221303], [-7.579033, -9.755021, -4.568533], [-7.530152, -10.694190, -3.040345], [-0.976994, 3.606937, -10.842577], [-0.500038, 2.444764, -11.536498], [0.049726, 2.713712, -12.788893], [1.187784, 1.699430, -13.069815], [2.368233, 1.980229, -12.329061], [3.645801, 1.346895, -12.712343], [4.170022, 1.610040, -14.125528], [4.766023, 2.965987, -14.196126], [5.349689, 3.268082, -15.443816], [-1.550542, 3.393180, -9.940664], [-1.460273, 4.342231, -11.485913], [-0.173461, 4.226569, -10.444449], [0.399546, 3.745970, -12.776390], [-0.732473, 2.644115, -13.544815], [1.465012, 1.783141, -14.120635], [0.926123, 0.675445, -12.803191], [2.176335, 1.736409, -11.367907], [3.490987, 0.271798, -12.621255], [4.397814, 1.505390, -11.939394], [3.380314, 1.582587, -14.876324], [4.946131, 0.878372, -14.350046], [5.724624, 2.387842, -15.966019], [6.193808, 3.944095, -15.307521], [4.619608, 3.738517, -16.102430], [5.098678, -2.517306, 6.525905], [5.408702, -2.703953, 5.127935], [4.678635, -1.978447, 4.215495], [5.281624, -2.241866, 2.870413], [4.976949, -3.520377, 2.265161], [3.553366, -3.521158, 1.789375], [3.038643, -4.798304, 1.194471], [3.219432, -5.809130, 2.179697], [3.221731, -7.094788, 1.644941], [6.021847, -2.537797, 7.105082], [4.283566, -3.011608, 7.054450], [4.765121, -1.484533, 6.627065], [4.713578, -0.920044, 4.473681], [3.663018, -2.373603, 4.237484], [6.371557, -2.239798, 2.881922], [5.045955, -1.391848, 2.230080], [4.861597, -4.066067, 3.107187], [3.336411, -2.580363, 1.283481], [2.927268, -3.304640, 2.654947], [3.632799, -4.787085, 0.280711], [1.988559, -4.629766, 0.955677], [3.892019, -7.281401, 0.805900], [2.201691, -7.326386, 1.338366], [3.464271, -7.796452, 2.443023], [-2.316241, -3.316442, 5.464253], [-2.477121, -4.191351, 6.746451], [-2.090224, -3.200239, 7.968556], [-2.514523, -3.744219, 9.355357], [-3.996045, -4.104645, 9.366060], [-4.489474, -4.980155, 8.175685], [-3.837627, -4.650761, 6.894060], [-4.416693, -5.372364, 5.774234], [-4.310836, -6.447848, 8.528817], [-6.057265, -4.712940, 8.204967], [-1.501494, -5.353266, 6.651453], [-1.978637, -3.725936, 4.512184], [-1.703355, -2.473233, 5.782781], [-3.250177, -2.782642, 5.288422], [-1.011391, -3.148522, 8.115303], [-2.544858, -2.210983, 7.915785], [-2.312450, -3.040954, 10.163253], [-2.008578, -4.674822, 9.612484], [-4.638206, -3.243688, 9.551780], [-4.022084, -4.661185, 10.302919], [-3.264330, -6.737435, 8.624007], [-4.670880, -6.720104, 9.520968], [-4.727107, -7.028476, 7.705606], [-6.549143, -4.819844, 9.171776], [-6.285786, -3.754860, 7.738096], [-6.475242, -5.525918, 7.611272], [-1.648657, -6.115788, 7.416307], [-0.468798, -5.005402, 6.626431], [-1.743858, -5.795572, 5.685158], [-4.985370, -4.670452, 5.449396], [-6.601476, 2.305958, 6.415879], [-6.015865, 2.989207, 7.661476], [-6.175878, 2.212140, 8.853795], [-7.948089, 2.152677, 6.613790], [-6.110303, 1.333079, 6.396928], [-6.446499, 2.801193, 5.457333], [-6.498002, 3.964421, 7.729349], [-4.947031, 3.166376, 7.541807], [-7.123384, 2.057983, 8.861012], [-8.390570, 2.298782, 5.774480], [-3.041559, 9.585679, -1.405227], [-4.092140, 9.169614, -0.342085], [-3.417389, 8.218268, 0.524417], [-2.539285, 8.525630, -2.208347], [-2.197544, 9.944807, -0.816350], [-3.391629, 10.408100, -2.029066], [-4.902589, 8.676419, -0.878774], [-4.441595, 10.014844, 0.250850], [-3.084982, 7.512083, -0.034531], [-2.392724, 7.822300, -1.571596], [-3.445672, -1.727414, -7.284109], [-2.938618, -2.496117, -8.515551], [-3.617536, -2.010141, -9.720250], [-4.852260, -1.870802, -6.977591], [-3.159215, -0.683873, -7.414719], [-2.906593, -2.022279, -6.383805], [-3.160089, -3.540703, -8.296703], [-1.853288, -2.437298, -8.597296], [-3.356759, -1.091568, -9.819354], [-5.428532, -1.470127, -7.632551], [-2.155118, 11.484628, 5.628232], [-3.176712, 10.388369, 5.936642], [-2.648732, 9.090802, 5.740479], [-1.488180, 11.295914, 4.392356], [-1.339043, 11.498367, 6.350687], [-2.693609, 12.430867, 5.680857], [-4.070130, 10.586494, 5.344493], [-3.439895, 10.493864, 6.989120], [-2.778666, 8.814439, 4.830339], [-1.294176, 10.375583, 4.200104], [3.424904, 7.595464, -0.958148], [4.434334, 8.602030, -1.527954], [3.716891, 9.794213, -1.978966], [2.771364, 7.014372, -2.054493], [2.815886, 8.094911, -0.204647], [3.979831, 6.809632, -0.445686], [5.121089, 8.118575, -2.222744], [4.980812, 9.033449, -0.689294], [4.341865, 10.521666, -1.936420], [1.950554, 6.692194, -1.674917]],
  "forces_ev_per_angstrom": [[2.4, -0.6, 4.5], [-3.4, -2.2, -8.4], [-0.4, -0.8, 0.9], [-0.8, 0.8, 1.4], [-0.2, -0.1, -0.8], [7.9, 2.7, 2.4], [-4.3, 1.2, 0.4], [-0.6, -0.9, -0.6], [-0.5, 0.1, 0.2], [-2.2, 0.6, -0.1], [2.1, -0.7, 0.3], [1.5, 0.6, 0.0], [-1.7, 0.3, 0.7], [0.8, -0.6, -1.2], [-2.6, -0.4, 0.7], [0.3, 0.6, 0.0], [1.3, 0.4, -1.3], [-1.3, -0.9, 0.3], [-0.6, -0.3, 0.4], [0.0, 0.1, -0.1], [0.5, -0.5, -0.4], [0.3, 0.6, 0.2], [0.1, -0.5, -0.1], [0.0, 0.8, 0.3], [0.1, -0.2, -0.2], [0.4, -0.3, 0.2], [0.1, 0.4, 0.4], [0.2, -0.1, 0.4], [-0.4, 0.3, -0.5], [0.5, -0.7, 0.6], [0.3, 0.6, -0.4], [0.1, 0.1, -0.4], [0.3, -0.2, 0.2], [-1.2, 0.4, -0.5], [0.5, -0.4, 0.5], [0.4, -0.8, -0.3], [-0.6, -0.4, -1.7], [1.2, 0.3, 1.9], [-0.7, 0.0, 0.0], [-0.5, -0.2, -1.6], [0.2, 0.5, -0.1], [0.2, -0.4, 0.1], [0.6, -0.3, -0.1], [-0.3, 0.0, 0.1], [0.1, 0.4, 0.2], [-0.5, 0.1, -0.3], [0.4, 0.1, 0.0], [-0.3, 0.0, 0.1], [0.3, 0.3, 0.3], [0.0, 0.2, -0.1], [-0.4, -0.3, 0.0], [0.3, 0.6, -0.2], [-0.1, -0.1, 0.7], [0.3, -0.4, 0.4], [-0.2, 0.5, 0.0], [0.4, -0.5, 0.1], [-0.1, 0.4, 0.5], [-0.3, -1.1, 0.4], [0.0, 1.4, 0.1], [0.5, -1.2, -1.0], [-1.1, 0.4, -1.1], [0.4, 2.3, 1.4], [-1.9, -0.5, 0.6], [1.5, -0.5, -0.4], [-0.8, -0.1, -0.2], [0.5, 0.1, -1.8], [0.9, -0.2, 0.2], [0.0, 0.1, 0.0], [0.0, -0.5, -0.4], [-0.2, 0.3, 0.1], [0.1, 0.3, -0.3], [0.3, -0.9, 0.3], [0.2, 0.9, 0.2], [0.0, -1.0, -0.1], [0.0, -0.4, 0.4], [-0.3, 0.0, -0.3], [0.1, 0.5, 0.6], [0.2, -0.4, 0.2], [0.5, -0.2, 0.1], [-0.4, -0.2, 0.2], [-0.1, 0.8, 0.9], [0.9, 0.5, 0.0], [-0.9, 0.3, 1.7], [0.6, -0.4, -0.2], [-0.1, 0.4, -0.5], [1.6, 1.5, 1.0], [-1.1, -0.7, -0.1], [0.5, 2.1, 0.6], [-0.2, -1.4, 0.4], [-0.2, -0.1, 0.0], [-0.4, -0.6, -0.5], [-0.7, -0.5, -0.3], [0.8, -0.3, 0.0], [0.6, 0.0, -0.3], [-0.1, -0.2, -0.3], [-0.4, -0.2, -0.2], [-1.0, -0.3, -0.6], [0.2, 0.2, 0.2], [0.1, -0.7, -0.5], [0.0, 0.7, -0.2], [-0.1, -0.3, 0.0], [0.0, -0.1, -0.1], [0.1, -0.3, 0.1], [-0.1, 0.1, 0.2], [-0.1, 0.2, -0.1], [0.3, 2.1, -0.7], [0.9, -1.7, 2.6], [-0.5, 0.0, 0.0], [1.1, 1.0, -1.1], [-2.1, -0.5, -0.3], [-0.3, 1.5, 2.1], [0.7, 1.6, 0.3], [0.7, 0.7, -0.9], [-0.8, -0.8, 0.3], [0.0, -0.6, -0.2], [0.0, -1.2, -0.8], [0.1, 0.5, 0.0], [-0.2, 0.3, -0.1], [-0.5, 0.5, -0.1], [0.2, 0.4, 0.7], [-0.3, -0.1, -0.4], [0.7, -1.1, 0.0], [0.3, -0.4, -1.2], [-0.3, -0.3, 0.5], [0.1, -1.6, -0.3], [-0.2, -0.4, -0.1], [0.2, 0.4, -0.1], [-0.2, -0.3, -0.3], [0.1, 0.1, 0.1], [-0.7, 1.1, 0.9], [1.0, 1.1, 0.4], [-0.6, -1.7, 1.2], [-0.8, -0.3, -1.1], [0.9, 0.0, 0.4], [-0.8, 0.4, 1.7], [-1.9, 1.0, 0.8], [0.9, 0.7, 1.2], [0.8, -0.5, -0.1], [0.9, -0.9, -1.6], [-0.1, -0.1, -0.4], [0.1, -0.4, 0.4], [0.7, -0.2, -0.5], [-0.3, -0.3, -0.2], [0.2, 0.4, -1.1], [0.1, 0.0, -0.6], [0.2, 0.2, -0.1], [0.5, 0.0, -0.2], [0.1, 0.2, -0.5], [-0.9, -0.5, -0.1], [0.3, 0.2, -0.3], [-0.8, 0.1, -0.2], [-0.2, -0.3, 0.3], [0.6, 0.2, 0.2], [-0.1, 0.0, 0.1], [-0.4, 0.2, -0.3], [0.1, 0.2, 0.1], [0.0, -0.1, 0.0], [0.3, -0.4, 0.0], [-0.2, -0.2, -0.5], [2.0, -0.3, 0.7], [0.4, 0.4, -0.7], [-0.3, 0.4, -1.0], [-2.3, -0.2, 0.2], [0.1, -0.3, -0.4], [0.6, 0.4, 0.2], [-0.1, 0.2, 0.4], [0.0, -0.1, -0.1], [-0.3, -0.3, 0.4], [-0.2, -0.1, 0.2], [0.2, 0.7, 1.0], [1.5, -1.1, -1.1], [-0.8, 0.9, 0.0], [-1.0, 0.2, 0.2], [0.1, 0.4, 0.1], [-0.1, -0.3, -0.2], [-0.4, 0.0, 0.3], [0.1, -0.2, 0.0], [-0.2, -0.4, 0.3], [0.5, -0.4, -0.5], [-0.2, 0.4, -0.2], [-1.2, 0.5, 0.5], [0.6, -1.0, 1.1], [1.1, -0.3, 0.1], [-0.3, 0.4, -0.1], [-0.1, -0.4, 0.0], [-0.4, -0.1, -0.8], [0.1, 0.3, -0.1], [0.1, 0.1, 0.0], [0.4, 0.1, -0.3], [0.7, -1.1, 0.2], [0.5, 0.6, 0.0], [0.0, 0.0, 0.1], [-0.6, 1.0, -0.9], [-0.3, 0.0, 0.7], [0.3, 0.2, -0.5], [-0.1, -0.3, -0.1], [-0.1, -0.2, 0.1], [-0.1, 0.0, -0.1], [-0.1, -0.2, 0.5], [1.8, 0.5, -0.6], [-1.0, 1.2, 1.7], [0.2, -1.0, -0.6], [-0.9, 0.1, 0.4], [-0.5, 0.1, -0.3], [0.3, 0.0, 0.3], [-0.3, 0.3, -0.5], [0.6, -0.8, 0.3], [0.0, 0.0, -0.1], [-0.3, -0.4, -0.5]]
}